[1]
This record from the OMol25 dataset describes a structure of composition C20H44F2NO2SbSi3Tc. The level of theory is ωB97M-V/def2-TZVPD.

Geometry as ORCA input:
```
! RIJCOSX wB97M-V def2-TZVPD def2/J DEFGRID3
* xyz 2 2
Tc -0.34256 0.05062 -0.23582
O 2.32270 0.10264 -0.22636
C 2.72304 1.00354 -1.24648
C 1.76843 2.16118 -1.33217
C 2.22638 3.41265 -1.73666
C 1.33440 4.46581 -1.83477
C 0.01010 4.25154 -1.47204
C -0.35995 2.98300 -1.07328
N 0.48640 1.95336 -1.03856
H 2.90420 -0.66494 -0.26031
H 2.73869 0.49875 -2.22274
H 3.72869 1.38367 -1.03468
H 3.27010 3.55393 -1.96942
H 1.66271 5.43578 -2.17238
H -0.71849 5.04441 -1.51202
H -1.37568 2.77615 -0.75822
C 1.24643 1.93110 2.06715
O 0.19028 1.07150 1.70473
Si -0.78284 0.22413 2.82196
C 0.34298 -0.44258 4.20399
C -1.87832 1.51316 3.69944
C -1.43481 -0.91603 1.37357
Si -1.16184 -2.80503 1.89835
C 0.73623 -3.00691 2.10937
C -1.77559 -4.20815 0.76674
C -2.07600 -3.11193 3.54613
Si -3.36322 -0.57363 1.11368
C -4.03301 -1.77234 -0.20878
C -3.47505 1.23225 0.46406
C -4.46442 -0.67200 2.65765
H 1.17078 2.19792 3.12054
H 1.20207 2.84492 1.47109
H 2.19867 1.42700 1.89625
H 0.69464 0.38977 4.80892
H 1.21740 -0.97883 3.85779
H -0.19989 -1.10112 4.87044
H -1.24928 2.30062 4.11116
H -2.39074 1.05877 4.53956
H -2.62885 1.99401 3.08448
H 1.28116 -2.09189 1.90570
H 1.12453 -3.78398 1.45900
H 0.96380 -3.32308 3.12315
H -1.23043 -4.30481 -0.16099
H -2.82650 -4.12977 0.52354
H -1.64899 -5.14048 1.31161
H -1.99339 -2.31136 4.26825
H -1.67691 -4.01184 4.00366
H -3.12911 -3.30080 3.37533
H -3.28036 -2.08467 -0.92732
H -4.85448 -1.30302 -0.73946
H -4.44206 -2.66331 0.25440
H -3.22089 1.29586 -0.58981
H -2.83390 1.91343 1.01298
H -4.49276 1.59460 0.57062
H -4.50697 -1.67090 3.07253
H -5.48125 -0.40638 2.38114
H -4.16417 0.00094 3.45050
F -0.73756 -2.55785 -1.53675
C 0.28352 -1.80892 -1.02069
F 1.04604 -1.49210 -2.12632
H 0.89486 -2.49230 -0.41575
C -3.65891 0.23209 -3.14453
Sb -1.55629 0.01539 -2.76317
C -0.90298 1.70864 -3.91703
C -1.18592 -1.46739 -4.26872
H -3.76901 0.47327 -4.19587
H -4.10506 1.02124 -2.55309
H -4.16631 -0.70293 -2.94402
H -1.19422 1.52870 -4.94749
H 0.17580 1.82452 -3.87415
H -1.38292 2.61826 -3.57085
H -1.58819 -1.06686 -5.19419
H -1.69725 -2.38978 -4.00771
H -0.12379 -1.66054 -4.38115
*
```

Calculated atomic charges, method Mulliken, unit e: atom 1 (Tc): 0.831, atom 2 (O): -0.428, atom 3 (C): -0.897, atom 4 (C): 0.251, atom 5 (C): -0.893, atom 6 (C): -0.635, atom 7 (C): -0.795, atom 8 (C): -0.956, atom 9 (N): 1.726, atom 10 (H): 0.276, atom 11 (H): 0.294, atom 12 (H): 0.541, atom 13 (H): 0.553, atom 14 (H): 0.484, atom 15 (H): 0.554, atom 16 (H): 0.352, atom 17 (C): -1.281, atom 18 (O): 0.147, atom 19 (Si): -0.292, atom 20 (C): -1.261, atom 21 (C): -1.322, atom 22 (C): 0.422, atom 23 (Si): 0.742, atom 24 (C): -1.486, atom 25 (C): -1.248, atom 26 (C): -1.303, atom 27 (Si): 0.506, atom 28 (C): -1.247, atom 29 (C): -0.476, atom 30 (C): -1.101, atom 31 (H): 0.532, atom 32 (H): 0.298, atom 33 (H): 0.310, atom 34 (H): 0.492, atom 35 (H): 0.398, atom 36 (H): 0.411, atom 37 (H): 0.430, atom 38 (H): 0.429, atom 39 (H): 0.409, atom 40 (H): 0.242, atom 41 (H): 0.463, atom 42 (H): 0.504, atom 43 (H): 0.288, atom 44 (H): 0.313, atom 45 (H): 0.440, atom 46 (H): 0.373, atom 47 (H): 0.441, atom 48 (H): 0.323, atom 49 (H): 0.292, atom 50 (H): 0.432, atom 51 (H): 0.462, atom 52 (H): -0.372, atom 53 (H): 0.170, atom 54 (H): 0.570, atom 55 (H): 0.337, atom 56 (H): 0.455, atom 57 (H): 0.305, atom 58 (F): -0.202, atom 59 (C): -0.443, atom 60 (F): -0.262, atom 61 (H): 0.329, atom 62 (C): -1.369, atom 63 (Sb): 0.563, atom 64 (C): -1.256, atom 65 (C): -1.235, atom 66 (H): 0.550, atom 67 (H): 0.474, atom 68 (H): 0.404, atom 69 (H): 0.560, atom 70 (H): 0.347, atom 71 (H): 0.420, atom 72 (H): 0.501, atom 73 (H): 0.411, atom 74 (H): 0.407



[2]
This record from the OMol25 dataset describes a cluster of 7 separate species, C20H44FNO10S5 in total. The level of theory is ωB97M-V/def2-TZVPD.

Energy relative to the best compared isomer or geometry (same formula, charge and spin) in kcal/mol: 0.0

Geometry as ORCA input:
```
! RIJCOSX wB97M-V def2-TZVPD def2/J DEFGRID3
* xyz 0 1
N -0.03574 -0.12161 0.49824
H -0.34252 0.61403 -0.13609
H -0.27889 0.12038 1.33307
H 0.88469 -0.42118 0.51897
H -0.47632 -0.99248 0.33398
F -1.92479 -1.37586 2.26750
C -4.56906 -1.74331 -0.78185
C -4.64044 -1.50738 -2.28857
C -3.61074 -0.52290 -2.63282
S -3.76382 0.66176 -1.36702
O -4.81496 1.52244 -1.56366
O -2.50186 1.09962 -0.90760
C -4.29075 -0.34060 -0.10375
H -3.75146 -2.32797 -0.63401
H -5.37982 -2.15407 -0.22098
H -5.78893 -1.44515 -2.79515
H -4.22966 -2.39890 -2.67251
H -3.64362 0.24585 -3.52574
H -2.42101 -0.75092 -2.92563
H -5.40453 -0.01493 0.07879
H -3.64229 -0.32045 0.83398
C 1.85332 -5.11384 3.53210
C 0.68513 -4.75769 4.40868
C -0.06403 -3.60928 3.66716
S 1.25916 -2.68589 2.81549
O 1.60843 -1.49858 3.66246
O 1.10703 -2.43046 1.49121
C 2.56379 -3.78279 3.04452
H 1.66848 -5.96821 2.66342
H 2.65627 -5.59256 4.19516
H 0.98263 -4.24942 5.29476
H 0.25795 -5.72648 4.57838
H -0.61069 -2.81666 4.25434
H -0.78006 -3.85175 3.01690
H 3.28466 -3.47101 3.91604
H 3.04144 -3.99320 2.15759
C -2.70294 4.41053 -1.50010
C -3.74954 4.24032 -0.35564
C -2.97915 3.87066 0.88507
S -1.29942 4.37770 0.60715
O -0.41079 3.25305 0.54682
O -1.11362 5.45126 1.57088
C -1.49544 4.96850 -0.91601
H -3.09856 4.75402 -2.42368
H -2.63475 3.55269 -1.92616
H -4.62261 3.58244 -0.59864
H -4.02526 5.27340 0.02073
H -3.00660 2.82407 1.00101
H -3.33640 4.35963 1.82540
H -0.61411 4.73482 -1.65973
H -1.49125 5.96696 -0.93520
C 2.43904 -2.82818 -2.12516
C 1.91898 -3.91557 -2.98155
C 0.46885 -3.63148 -3.21248
S 0.39730 -1.81738 -3.14302
O -0.46311 -1.47172 -2.07136
O 0.20798 -1.15540 -4.37345
C 2.02865 -1.45758 -2.70399
H 3.62012 -2.93596 -1.99686
H 2.19435 -3.04302 -1.07373
H 2.02479 -4.82951 -2.44832
H 2.68216 -3.79662 -3.99511
H 0.11141 -4.26508 -2.45049
H 0.03765 -3.77613 -4.26588
H 2.12865 -0.67135 -2.06700
H 2.51959 -1.35936 -3.83061
C 5.04940 3.23546 1.44427
C 4.48756 4.34082 0.48528
C 3.10046 3.97629 0.20084
S 2.85219 2.18024 0.36928
O 2.69161 1.56993 -0.95934
O 1.88670 1.89530 1.44425
C 4.55396 1.90847 0.97635
H 4.46650 3.54992 2.37640
H 6.12256 3.38722 1.67073
H 4.91806 4.30930 -0.40327
H 4.37700 5.25327 1.02822
H 2.93544 4.38738 -0.94354
H 2.26257 4.45109 0.93203
H 5.18751 1.50136 0.21266
H 4.48549 1.10969 1.75559
*
```

Calculated atomic charges, method Mulliken, unit e: atom 1 (N): 0.371, atom 2 (H): 0.052, atom 3 (H): 0.267, atom 4 (H): 0.099, atom 5 (H): 0.213, atom 6 (F): -0.863, atom 7 (C): -0.755, atom 8 (C): -0.573, atom 9 (C): 0.158, atom 10 (S): 1.218, atom 11 (O): -0.866, atom 12 (O): -0.432, atom 13 (C): -0.655, atom 14 (H): 0.212, atom 15 (H): 0.428, atom 16 (H): 0.145, atom 17 (H): 0.359, atom 18 (H): 0.386, atom 19 (H): -0.362, atom 20 (H): 0.322, atom 21 (H): 0.329, atom 22 (C): -0.450, atom 23 (C): -0.520, atom 24 (C): -0.996, atom 25 (S): 1.187, atom 26 (O): -0.799, atom 27 (O): -0.523, atom 28 (C): -0.777, atom 29 (H): 0.262, atom 30 (H): 0.295, atom 31 (H): 0.301, atom 32 (H): 0.319, atom 33 (H): 0.427, atom 34 (H): 0.537, atom 35 (H): 0.302, atom 36 (H): 0.340, atom 37 (C): -0.558, atom 38 (C): -0.493, atom 39 (C): -0.611, atom 40 (S): 1.175, atom 41 (O): -0.494, atom 42 (O): -0.798, atom 43 (C): -0.662, atom 44 (H): 0.491, atom 45 (H): -0.042, atom 46 (H): 0.313, atom 47 (H): 0.325, atom 48 (H): 0.106, atom 49 (H): 0.423, atom 50 (H): 0.304, atom 51 (H): 0.587, atom 52 (C): -0.070, atom 53 (C): -0.738, atom 54 (C): -0.654, atom 55 (S): 1.189, atom 56 (O): -0.531, atom 57 (O): -0.794, atom 58 (C): -0.492, atom 59 (H): 0.343, atom 60 (H): -0.018, atom 61 (H): 0.444, atom 62 (H): 0.183, atom 63 (H): 0.355, atom 64 (H): 0.339, atom 65 (H): 0.246, atom 66 (H): 0.212, atom 67 (C): -0.506, atom 68 (C): -0.969, atom 69 (C): -0.406, atom 70 (S): 1.439, atom 71 (O): -0.778, atom 72 (O): -0.642, atom 73 (C): -0.874, atom 74 (H): 0.227, atom 75 (H): 0.370, atom 76 (H): 0.541, atom 77 (H): 0.317, atom 78 (H): 0.226, atom 79 (H): 0.238, atom 80 (H): 0.402, atom 81 (H): 0.381



[3]
This record from the OMol25 dataset describes a cluster of 7 separate species, C20H44NO8 in total. The level of theory is ωB97M-V/def2-TZVPD.

Energy relative to the best compared isomer or geometry (same formula, charge and spin) in kcal/mol: 0.0

Geometry as ORCA input:
```
! RIJCOSX wB97M-V def2-TZVPD def2/J DEFGRID3
* xyz 1 1
N 6.22300 27.17700 37.19600
H 5.20900 27.35000 37.59700
H 6.29900 26.36600 36.73500
H 6.86400 27.42300 37.85800
H 6.39700 28.03300 36.46400
O 8.29300 26.21400 34.96200
C 9.19300 26.45400 34.29100
O 10.49400 26.04600 34.54500
C 10.71300 25.42100 35.74900
C 12.30700 25.28200 35.93500
C 9.08200 27.44200 33.15500
H 10.32000 24.44700 35.70100
H 10.45900 25.94200 36.59200
H 12.74100 26.36200 36.21400
H 12.88000 25.08200 34.91500
H 12.55300 24.63000 36.67400
H 8.04700 27.46300 32.79300
H 9.59600 27.02900 32.35800
H 9.27200 28.52200 33.33600
O 3.20300 28.47600 37.74500
C 1.96700 28.35400 37.95000
O 1.15900 27.67600 37.13800
C 1.60600 27.17500 35.89800
C 0.35700 26.48800 35.16700
C 1.13500 28.75600 39.17400
H 2.55500 26.62900 36.33000
H 1.86900 27.91200 35.36200
H -0.43000 27.11900 35.28800
H -0.00100 25.62700 35.74700
H 0.73800 26.14300 34.14500
H 1.91000 28.78800 39.88600
H 0.62900 27.71700 39.32000
H 0.26400 29.49100 38.86700
C 5.79000 31.25800 40.36800
C 7.04500 30.48200 40.20500
O 7.13300 29.62000 39.22900
C 8.13800 30.79200 41.15500
H 6.13300 32.22600 40.49200
H 5.43700 31.03400 41.27400
H 5.08800 31.02100 39.55300
H 8.55800 31.68900 40.85200
H 9.00600 30.02900 41.24900
H 7.84000 30.95500 42.22900
C 7.79800 22.57400 39.24500
C 7.58700 23.47700 38.05800
O 7.52700 24.74600 38.13700
C 7.34700 22.75500 36.65500
H 8.09200 22.82300 40.21400
H 8.48600 21.70800 39.14100
H 7.00100 22.12000 39.64700
H 6.69700 22.01100 36.69800
H 8.36000 22.26000 36.39300
H 7.11800 23.40700 35.88800
C 4.94300 28.79000 32.81000
C 5.11000 29.78600 34.00400
O 5.19600 29.48900 35.24100
C 5.33800 31.31900 33.66300
H 4.79400 27.71700 33.15700
H 5.83100 28.66300 32.32500
H 4.12800 29.13100 32.36000
H 6.24600 31.62300 33.53800
H 4.92300 31.82200 34.51100
H 4.69300 31.45900 32.82400
C 10.99200 29.10900 35.73000
C 10.04500 29.11900 37.02600
O 8.80900 28.79200 37.00000
C 10.88000 29.36800 38.24900
H 11.04700 30.18200 35.49800
H 10.28800 28.82000 34.89400
H 11.75900 28.54700 35.96100
H 11.41700 30.18900 38.19700
H 11.40700 28.50200 38.16700
H 10.17400 29.30800 39.15600
*
```

Calculated atomic charges, method Mulliken, unit e: atom 1 (N): -0.060, atom 2 (H): 0.260, atom 3 (H): 0.300, atom 4 (H): 0.307, atom 5 (H): 0.294, atom 6 (O): -0.407, atom 7 (C): 0.685, atom 8 (O): -0.341, atom 9 (C): -0.041, atom 10 (C): -1.243, atom 11 (C): -1.021, atom 12 (H): 0.377, atom 13 (H): 0.208, atom 14 (H): 0.188, atom 15 (H): 0.272, atom 16 (H): 0.453, atom 17 (H): 0.223, atom 18 (H): 0.378, atom 19 (H): 0.266, atom 20 (O): -0.579, atom 21 (C): 0.683, atom 22 (O): -0.293, atom 23 (C): -0.166, atom 24 (C): -1.187, atom 25 (C): -1.010, atom 26 (H): 0.200, atom 27 (H): 0.329, atom 28 (H): 0.379, atom 29 (H): 0.320, atom 30 (H): 0.323, atom 31 (H): 0.331, atom 32 (H): 0.306, atom 33 (H): 0.309, atom 34 (C): -1.333, atom 35 (C): 0.866, atom 36 (O): -0.414, atom 37 (C): -1.227, atom 38 (H): 0.447, atom 39 (H): 0.468, atom 40 (H): 0.193, atom 41 (H): 0.373, atom 42 (H): 0.254, atom 43 (H): 0.363, atom 44 (C): -1.556, atom 45 (C): 0.887, atom 46 (O): -0.502, atom 47 (C): -1.201, atom 48 (H): 0.492, atom 49 (H): 0.368, atom 50 (H): 0.453, atom 51 (H): 0.519, atom 52 (H): 0.272, atom 53 (H): 0.249, atom 54 (C): -1.322, atom 55 (C): 0.810, atom 56 (O): -0.536, atom 57 (C): -1.189, atom 58 (H): 0.237, atom 59 (H): 0.397, atom 60 (H): 0.491, atom 61 (H): 0.375, atom 62 (H): 0.345, atom 63 (H): 0.382, atom 64 (C): -0.810, atom 65 (C): 0.637, atom 66 (O): -0.287, atom 67 (C): -1.194, atom 68 (H): 0.507, atom 69 (H): -0.300, atom 70 (H): 0.480, atom 71 (H): 0.489, atom 72 (H): 0.436, atom 73 (H): 0.036



Number 1: electronic energy -2382.37301 Eh. Number 2: electronic energy -3685.97433 Eh. Number 3: electronic energy -1444.63680 Eh.